Record 1
{
  "formula": "C48H67KO10S2",
  "method": "ωB97M-V/def2-TZVPD",
  "e_lumo_ev": 3.6,
  "charge": -2,
  "orbital_gap_ev": 5.74,
  "de_lowest_kj_mol": 24.31,
  "e_homo_ev": -2.1,
  "elements": ["K", "S", "S", "O", "O", "O", "O", "O", "O", "O", "O", "O", "O", "C", "C", "C", "C", "C", "C", "C", "C", "C", "C", "C", "C", "C", "C", "C", "C", "C", "C", "C", "C", "C", "C", "C", "C", "C", "C", "C", "C", "C", "C", "C", "C", "C", "C", "C", "C", "C", "C", "C", "C", "C", "C", "C", "C", "C", "C", "C", "C", "H", "H", "H", "H", "H", "H", "H", "H", "H", "H", "H", "H", "H", "H", "H", "H", "H", "H", "H", "H", "H", "H", "H", "H", "H", "H", "H", "H", "H", "H", "H", "H", "H", "H", "H", "H", "H", "H", "H", "H", "H", "H", "H", "H", "H", "H", "H", "H", "H", "H", "H", "H", "H", "H", "H", "H", "H", "H", "H", "H", "H", "H", "H", "H", "H", "H", "H"],
  "coordinates": [[1.228, -0.640, 1.644], [-5.538, 3.201, 2.823], [-8.259, 2.851, 1.780], [1.463, 5.133, 1.246], [3.609, 0.313, 0.997], [2.058, -2.949, -1.737], [-7.613, 2.455, 4.254], [0.866, 2.096, 1.076], [-0.415, 0.526, 3.640], [-2.301, 1.623, 5.567], [-4.907, 2.961, 4.206], [0.004, -0.288, -0.869], [-4.511, 1.510, 4.402], [-7.259, 2.802, 3.053], [0.111, 2.914, -2.921], [-2.053, 0.324, 0.302], [3.001, -3.852, 4.485], [-3.508, -1.483, 1.033], [0.562, -3.591, 1.484], [2.894, -3.133, 1.688], [-5.101, -3.382, 1.757], [4.224, -0.962, -1.002], [0.634, 2.373, -0.157], [3.026, -2.808, 0.351], [-0.569, -3.106, -0.701], [4.514, -0.995, -2.359], [-4.840, -1.851, 1.706], [1.303, -5.627, 3.729], [1.396, 2.940, -2.387], [5.109, 1.412, -5.266], [3.110, -0.081, -4.944], [0.161, 4.979, -4.250], [-0.914, 2.637, -2.016], [5.327, -1.047, -5.263], [1.643, -4.072, 3.790], [4.605, 0.185, -3.065], [4.586, 0.137, -4.641], [1.755, -3.627, 2.321], [0.511, -3.353, 4.600], [4.297, -2.240, -0.136], [-1.507, -2.022, -0.219], [3.938, 0.270, -0.390], [-2.669, -2.416, 0.457], [-0.690, 2.277, -0.723], [0.219, -0.470, -2.279], [4.596, 0.908, 1.811], [-1.666, 3.357, -4.636], [3.908, 1.458, -1.123], [-8.882, 1.837, 4.521], [-3.193, -0.156, 0.949], [1.672, 2.732, -1.052], [1.924, -3.019, -0.494], [4.391, 1.415, -2.417], [0.648, -3.256, 0.152], [-1.841, 1.856, 0.153], [3.101, 2.632, -0.588], [0.637, 2.793, -5.458], [-6.032, -1.156, 0.977], [-4.740, -1.397, 3.178], [-0.203, 3.476, -4.347], [-1.199, -0.635, -0.335], [0.905, -2.358, 4.854], [4.471, 2.290, -3.106], [6.132, 1.444, -4.895], [-0.432, -3.222, 3.976], [0.332, -5.694, 3.272], [2.253, 3.258, -2.976], [1.108, -1.094, -2.400], [-2.021, 2.345, -4.334], [4.071, 1.426, 2.607], [6.427, -0.987, -5.081], [4.606, 2.368, -5.053], [-6.974, -1.666, 1.164], [3.039, 2.515, 0.515], [0.281, 0.561, -2.712], [-5.844, -1.094, -0.115], [-2.741, 2.247, -0.303], [1.674, 3.161, -5.343], [-3.945, 0.559, 1.212], [-9.721, 2.483, 4.055], [4.960, -2.021, -4.924], [4.659, -2.014, -2.877], [2.641, -0.930, -4.419], [-6.149, -0.087, 1.351], [1.402, -6.144, 4.669], [0.323, -3.888, 5.519], [5.169, -0.994, -6.351], [3.739, -4.608, 4.137], [1.164, 4.777, 0.407], [-0.929, 0.781, 4.413], [-0.297, 5.563, -5.032], [2.900, -0.200, -6.044], [-2.269, 4.030, -3.987], [-0.431, -3.635, 1.902], [-2.151, 2.480, 5.835], [1.276, 5.046, -4.245], [-1.948, 2.421, -2.286], [5.140, 1.189, -6.330], [3.357, -2.776, 4.219], [3.766, -3.009, 2.299], [5.115, 1.723, 1.288], [1.183, 4.445, 1.874], [4.905, -3.028, -0.665], [-3.113, 1.630, 4.945], [0.637, 1.723, -5.353], [-0.146, 5.274, -3.267], [4.880, -1.994, 0.751], [-8.904, 0.867, 4.075], [-1.079, -4.046, -0.605], [-4.499, -0.334, 3.350], [-5.384, -3.897, 0.805], [-5.715, -1.460, 3.731], [-0.621, -0.979, -2.634], [-5.942, -3.531, 2.419], [3.758, 3.532, -0.866], [2.884, -3.808, 5.514], [-0.308, -2.881, -1.733], [-0.859, 0.845, 2.844], [-4.241, -3.949, 2.183], [-2.779, -3.479, 0.566], [0.287, 3.095, -6.443], [-8.975, 1.819, 5.647], [-3.955, -2.020, 3.563], [2.056, -6.006, 3.029], [-1.895, 3.735, -5.658], [5.301, 0.227, 2.229], [-1.696, 2.394, 1.174], [2.537, 0.805, -4.709]]
}



Record 2
{
  "formula": "C48H68N4O16",
  "method": "ωB97M-V/def2-TZVPD",
  "e_lumo_ev": [-5.6, -9.5],
  "charge": 1,
  "orbital_gap_ev": [5.05, 1.20],
  "spin_multiplicity": 2,
  "e_homo_ev": [-10.7, -10.7],
  "elements": ["O", "O", "O", "O", "O", "O", "O", "O", "O", "O", "O", "O", "O", "O", "O", "O", "N", "N", "N", "N", "C", "C", "C", "C", "C", "C", "C", "C", "C", "C", "C", "C", "C", "C", "C", "C", "C", "C", "C", "C", "C", "C", "C", "C", "C", "C", "C", "C", "C", "C", "C", "C", "C", "C", "C", "C", "C", "C", "C", "C", "C", "C", "C", "C", "C", "C", "C", "C", "H", "H", "H", "H", "H", "H", "H", "H", "H", "H", "H", "H", "H", "H", "H", "H", "H", "H", "H", "H", "H", "H", "H", "H", "H", "H", "H", "H", "H", "H", "H", "H", "H", "H", "H", "H", "H", "H", "H", "H", "H", "H", "H", "H", "H", "H", "H", "H", "H", "H", "H", "H", "H", "H", "H", "H", "H", "H", "H", "H", "H", "H", "H", "H", "H", "H", "H", "H"],
  "coordinates": [[11.575, -5.204, 20.558], [12.936, -3.342, 14.225], [6.085, -3.489, 13.603], [10.991, -7.120, 19.550], [17.520, 3.551, 13.076], [11.208, -1.949, 18.270], [11.197, -2.939, 22.983], [14.870, -4.729, 19.139], [8.518, 0.572, 14.406], [11.339, 2.624, 21.353], [18.665, -4.007, 15.758], [16.103, 4.230, 14.670], [17.746, -5.805, 26.839], [6.623, -1.985, 15.167], [7.965, -5.319, 19.879], [19.112, -5.877, 25.107], [18.050, -5.554, 25.656], [6.739, -3.117, 14.634], [16.534, 3.400, 13.831], [11.344, -6.433, 20.569], [14.979, -6.873, 20.298], [12.230, -5.509, 14.366], [14.555, -0.381, 13.876], [13.327, -2.266, 17.356], [7.599, -5.494, 15.008], [7.783, -4.101, 20.002], [13.007, -2.264, 19.909], [8.932, -3.199, 20.426], [13.938, -6.484, 17.949], [11.898, -9.319, 22.990], [10.752, -3.595, 13.326], [17.386, -4.416, 23.521], [16.235, -4.093, 15.617], [9.218, -6.044, 16.681], [17.633, -3.389, 15.584], [15.135, -3.430, 23.288], [15.813, 2.102, 13.777], [11.472, -1.748, 25.043], [9.113, 0.253, 15.406], [6.474, -3.444, 19.548], [16.127, 1.138, 12.780], [12.023, -4.124, 14.016], [8.413, -3.760, 16.479], [7.569, -4.142, 15.398], [12.172, -6.532, 22.941], [17.137, -4.707, 24.870], [14.914, -3.785, 24.626], [11.520, -8.581, 21.817], [16.328, -3.786, 22.721], [12.549, -7.282, 24.022], [17.621, -1.870, 15.554], [10.407, -0.474, 15.377], [11.617, -7.164, 21.832], [14.834, 1.825, 14.763], [9.223, -4.745, 17.113], [9.136, 2.608, 20.475], [15.886, -4.416, 25.385], [14.559, -5.914, 19.164], [10.504, -0.661, 22.920], [12.433, -2.153, 18.514], [8.445, -6.407, 15.602], [8.691, 0.885, 16.752], [12.383, -8.670, 24.078], [10.907, 0.933, 19.674], [10.565, 2.094, 20.628], [14.187, 0.596, 14.737], [11.088, -1.853, 23.578], [15.459, -0.083, 12.882], [11.309, -9.150, 20.924], [17.006, 1.188, 12.154], [10.490, -4.132, 12.414], [15.188, -6.369, 21.241], [11.323, 0.010, 22.661], [9.041, 2.726, 19.396], [14.214, -7.649, 20.281], [9.901, -3.585, 14.007], [6.573, -3.316, 18.470], [12.327, -6.009, 13.402], [14.287, -1.813, 17.607], [13.226, -3.293, 20.194], [15.678, -4.544, 26.437], [14.561, 2.641, 15.415], [16.312, -4.783, 14.777], [9.811, -4.430, 17.962], [14.127, -1.370, 13.799], [10.881, 1.238, 18.628], [9.803, -0.846, 22.106], [13.661, -5.686, 17.260], [11.798, -10.394, 23.033], [7.638, 1.166, 16.760], [16.799, -1.532, 16.184], [8.495, -7.416, 15.222], [9.013, 3.573, 20.968], [6.905, -5.941, 14.311], [14.427, -2.878, 22.688], [16.111, -4.623, 16.561], [8.830, 0.111, 17.508], [6.315, -2.486, 20.042], [5.584, -4.070, 19.608], [9.880, -6.756, 17.151], [9.553, -3.646, 21.202], [10.255, 0.086, 19.888], [13.856, -1.670, 20.246], [10.662, -1.350, 25.655], [12.937, -6.736, 24.869], [11.068, 0.250, 15.855], [11.453, -5.989, 14.961], [17.495, -1.568, 14.514], [12.135, -1.907, 20.458], [12.945, -1.905, 16.401], [11.803, -2.747, 25.326], [10.324, -1.385, 15.969], [9.525, -2.981, 19.538], [9.933, -0.100, 23.660], [8.463, 1.906, 20.967], [9.330, 1.760, 16.875], [16.513, -3.565, 21.680], [14.624, -7.187, 17.477], [12.684, -9.132, 25.006], [15.941, -7.300, 20.015], [14.040, -3.494, 25.190], [11.002, -2.550, 13.141], [12.352, -1.107, 25.090], [15.602, -0.787, 12.075], [13.462, 0.420, 15.518], [15.414, -3.391, 15.470], [12.276, -5.457, 22.933], [13.182, -5.638, 14.881], [18.249, -4.797, 22.994], [8.574, -2.236, 20.791], [8.359, -2.722, 16.772], [18.463, -1.313, 15.966], [11.903, 0.556, 19.904], [12.975, -6.988, 18.032], [10.774, -0.594, 14.358], [13.603, -3.288, 17.096]]
}



Record 3
{
  "formula": "C48H69F9O33",
  "method": "ωB97M-V/def2-TZVPD",
  "e_lumo_ev": [-3.1, -9.6],
  "charge": 1,
  "orbital_gap_ev": [8.95, 2.47],
  "spin_multiplicity": 2,
  "e_homo_ev": [-12.0, -12.0],
  "elements": ["F", "F", "F", "F", "F", "F", "F", "F", "F", "O", "O", "O", "O", "O", "O", "O", "O", "O", "O", "O", "O", "O", "O", "O", "O", "O", "O", "O", "O", "O", "O", "O", "O", "O", "O", "O", "O", "O", "O", "O", "O", "O", "C", "C", "C", "C", "C", "C", "C", "C", "C", "C", "C", "C", "C", "C", "C", "C", "C", "C", "C", "C", "C", "C", "C", "C", "C", "C", "C", "C", "C", "C", "C", "C", "C", "C", "C", "C", "C", "C", "C", "C", "C", "C", "C", "C", "C", "C", "C", "C", "H", "H", "H", "H", "H", "H", "H", "H", "H", "H", "H", "H", "H", "H", "H", "H", "H", "H", "H", "H", "H", "H", "H", "H", "H", "H", "H", "H", "H", "H", "H", "H", "H", "H", "H", "H", "H", "H", "H", "H", "H", "H", "H", "H", "H", "H", "H", "H", "H", "H", "H", "H", "H", "H", "H", "H", "H", "H", "H", "H", "H", "H", "H", "H", "H", "H", "H", "H", "H"],
  "coordinates": [[-9.784, -6.752, -1.863], [-19.587, -0.006, 5.807], [-15.084, -0.044, -4.532], [-12.983, -0.343, -4.057], [-9.000, -7.789, -3.594], [-10.710, -8.539, -2.522], [-13.668, 1.548, -4.811], [-18.589, 0.643, 7.587], [-19.613, -1.349, 7.560], [-17.891, 2.954, 0.790], [-17.226, -0.954, 5.070], [-10.578, -2.055, 2.875], [-14.907, -6.286, -2.546], [-13.623, 1.889, 1.595], [-14.800, -0.702, -0.184], [-13.492, 0.223, 3.143], [-14.943, -2.359, 1.270], [-12.758, 3.600, -2.442], [-18.315, 1.854, -0.991], [-8.785, 3.072, 0.371], [-8.494, 0.874, -0.132], [-13.719, -8.484, 3.382], [-10.754, 4.156, -3.139], [-11.052, 2.062, -2.183], [-12.999, -1.914, 0.150], [-18.547, 4.020, -1.170], [-10.681, -4.190, 2.451], [-11.249, -7.075, -4.995], [-15.135, -6.851, 2.518], [-9.836, -0.761, -4.952], [-12.988, -6.792, 2.079], [-8.380, 0.930, -4.658], [-12.086, 1.994, 3.138], [-16.777, -1.690, 7.234], [-15.813, -4.179, -2.521], [-12.037, -3.363, 4.078], [-7.187, 2.360, -1.105], [-12.437, -0.739, -6.668], [-10.158, 1.282, -5.789], [-11.721, -5.627, -3.242], [-16.929, -5.869, -1.624], [-14.366, 0.193, -7.325], [-13.930, -7.471, 2.703], [-13.753, 4.207, 0.890], [-12.447, -4.734, -4.022], [-12.017, 3.252, 2.484], [-11.065, -6.672, -3.852], [-13.072, 1.271, 2.645], [-12.458, -0.785, -0.559], [-13.595, -5.662, 1.445], [-9.548, 2.525, -5.750], [-10.747, -1.837, -7.906], [-12.820, 3.028, 1.250], [-8.167, 2.162, -0.185], [-11.196, -3.207, 3.209], [-9.461, -3.838, 1.829], [-17.437, 1.584, 1.040], [-14.000, 5.584, -2.393], [-7.114, 2.826, -5.128], [-7.814, 0.137, -1.142], [-15.082, -5.828, 1.574], [-8.480, 2.311, -4.756], [-6.730, 1.105, -1.637], [-17.761, -4.755, -1.545], [-17.559, -2.451, -2.665], [-13.742, -0.056, -0.936], [-11.514, -1.383, -1.663], [-9.463, 0.381, -5.107], [-12.083, -1.130, -7.984], [-17.555, -1.138, 6.410], [-11.495, 5.306, -3.246], [-12.959, 4.810, -3.152], [-5.299, 0.823, -1.133], [-14.259, -1.726, 0.454], [-13.802, 0.249, -4.928], [-17.982, 0.810, -0.179], [-11.441, 3.194, -2.536], [-18.890, -0.461, 6.838], [-15.791, -5.517, -2.230], [-18.153, 1.143, 2.367], [-13.090, -5.888, -0.007], [-13.586, -0.097, -6.446], [-15.888, -1.405, 4.605], [-15.800, -2.898, 4.400], [-9.587, -2.309, 1.896], [-16.867, -3.592, -1.869], [-11.609, -3.804, -4.943], [-18.225, 3.030, -0.499], [-9.415, -4.381, 0.476], [-10.092, -7.443, -2.910], [-14.034, -0.142, -1.983], [-6.564, 2.168, -5.800], [-19.206, 0.930, 2.183], [-13.320, -5.109, -0.734], [-15.592, -6.132, 0.660], [-12.840, -1.804, -8.386], [-16.481, -3.151, -0.950], [-5.222, 0.285, -0.188], [-14.444, 4.429, 1.703], [-9.568, -5.460, 0.479], [-18.489, -2.218, -2.146], [-16.364, 1.396, 1.052], [-13.281, 4.536, -4.156], [-15.486, -4.870, 1.903], [-10.984, -3.247, -4.246], [-10.821, -2.714, -7.263], [-15.586, -0.892, 3.692], [-15.134, -1.173, 5.357], [-16.977, -1.532, -2.727], [-10.955, -4.406, -5.574], [-13.854, 0.973, -0.593], [-14.870, 4.941, -2.262], [-11.322, 6.202, -2.649], [-9.166, 2.752, -6.746], [-10.981, -0.749, -2.371], [-10.537, -2.202, -8.911], [-7.101, 3.838, -5.534], [-9.760, -1.824, 0.935], [-8.616, -1.909, 2.185], [-8.618, -0.080, -1.845], [-13.493, -6.843, -0.343], [-7.496, -0.822, -0.732], [-12.001, -5.943, -0.001], [-12.333, -3.200, -5.490], [-11.282, 5.625, -4.266], [-12.155, -2.003, -2.289], [-12.115, 2.849, 0.438], [-17.256, 0.185, -0.698], [-14.310, 3.950, -0.012], [-8.877, 2.726, -3.830], [-17.877, -2.858, -3.625], [-14.457, 6.433, -2.900], [-12.363, 4.015, 3.181], [-6.686, 1.288, -2.711], [-16.582, -3.321, 3.768], [-13.321, -4.637, 1.696], [-10.010, -1.123, -7.539], [-13.212, 5.139, 0.730], [-17.647, 0.252, 2.738], [-18.872, 0.220, 0.040], [-18.088, -4.593, -0.518], [-4.757, 1.769, -1.127], [-8.593, -4.151, 2.411], [-10.175, -3.967, -0.186], [-18.628, -4.836, -2.200], [-10.263, 3.204, -5.284], [-6.499, 2.679, -4.241], [-14.796, -3.220, 4.123], [-18.071, 1.867, 3.177], [-4.749, 0.205, -1.843], [-11.939, -0.079, 0.089], [-10.879, -2.128, -1.183], [-10.948, 3.432, 2.378], [-13.010, -5.429, -4.645], [-11.953, -0.243, -8.604], [-13.008, -4.076, -3.359], [-13.608, 5.910, -1.430], [-8.383, -4.245, 0.153], [-15.866, -3.331, 5.398]]
}